(1)
2 unconnected molecules or ions with the total composition C4H11N4 at a distorted geometry. Source: the Open Molecules 2025 dataset; level of theory: wB97M-V/def2-TZVPD.

Structure (XYZ):
```
19
Properties=species:S:1:pos:R:3:lowdin_charge:R:1
C 1.911 -0.228 -0.499 -0.064
C 1.083 -0.703 0.537 -0.300
C -1.256 0.191 0.556 -0.229
C -0.629 -0.484 -0.679 -0.188
N 2.299 1.015 -0.898 0.161
N 1.215 -1.391 1.553 0.161
N -1.053 -1.695 -1.049 0.117
N -0.245 1.048 1.167 -0.006
H 2.184 -1.009 -1.135 0.128
H -1.476 -0.630 1.206 0.100
H -2.139 0.795 0.291 0.138
H -0.437 0.092 -1.590 0.141
H 2.865 1.208 -1.727 0.136
H 0.239 -1.455 2.044 0.111
H -1.557 -2.408 -0.625 0.097
H -0.824 -1.964 -2.044 0.153
H -0.427 0.913 2.224 0.147
H -0.462 1.999 0.865 0.099
H 2.244 1.810 -0.318 0.098
```

frontier orbital gap (alpha / beta)	8.18 / 8.18	eV
net charge	+1
E_HOMO (alpha / beta)	-12.021 / -12.021	eV

(2)
A molecular structure, C4H11N4 at a distorted geometry. Source: the Open Molecules 2025 dataset; level of theory: wB97M-V/def2-TZVPD.

Structure (XYZ):
```
19
Properties=species:S:1:pos:R:3:lowdin_charge:R:1
C -1.429 0.388 -0.142 -0.351
C 0.618 1.275 -0.605 -0.303
C -2.877 0.398 0.221 0.011
C 1.740 -1.111 0.170 -0.015
N -0.779 1.450 -0.380 0.132
N -0.692 -0.791 -0.416 0.048
N 1.353 1.734 0.378 0.103
N 0.621 -0.562 -0.705 -0.123
H 0.960 1.659 -1.611 0.178
H -3.654 -0.118 -0.410 0.118
H -2.995 1.462 0.431 0.096
H -2.991 -0.193 1.122 0.083
H 1.525 -2.185 0.325 0.094
H 2.752 -1.091 -0.441 0.143
H 1.735 -0.511 1.090 0.075
H -1.111 -1.704 -0.172 0.180
H 2.375 1.869 0.259 0.144
H 0.989 1.707 1.386 0.173
H 0.972 -0.926 -1.690 0.213
```

frontier orbital gap	10.85	eV
net charge	+1
E_HOMO	-13.903	eV

(3)
2 unconnected molecules or ions with the total composition C4H11N5 at a distorted geometry. Source: the Open Molecules 2025 dataset; level of theory: wB97M-V/def2-TZVPD.

Structure (XYZ):
```
20
Properties=species:S:1:pos:R:3:lowdin_charge:R:1
N -1.368 -0.645 0.465 -0.161
N -1.069 -1.568 1.503 0.027
C -1.213 0.798 0.666 -0.279
N -0.656 1.358 1.645 0.116
H -2.202 -0.921 -0.049 0.130
H -0.054 -1.632 1.571 0.052
H -1.430 -1.217 2.388 0.077
H -0.136 0.735 2.261 0.036
H -1.809 1.368 -0.036 0.109
C 0.596 0.283 -1.262 -0.528
N -0.047 1.143 -2.186 0.059
C 2.205 0.362 0.446 -0.074
C 0.080 -0.996 -1.040 0.012
N 1.738 0.751 -0.673 0.019
H 0.177 2.115 -2.029 0.074
H 0.109 0.890 -3.154 0.075
H 1.805 -0.469 1.041 0.050
H 3.139 0.784 0.795 0.057
H 0.718 -1.737 -0.565 0.073
H -0.585 -1.403 -1.788 0.075
```

frontier orbital gap	7.57	eV
net charge	0
E_HOMO	-6.978	eV
SMILES string	[H]/N=C\NN.C=NC(=C)N

(4)
A gas-phase ion, C4H11N5O (charge +2) at a distorted geometry. Source: the Open Molecules 2025 dataset; level of theory: wB97M-V/def2-TZVPD.

Structure (XYZ):
```
21
Properties=species:S:1:pos:R:3:lowdin_charge:R:1
C -0.482 -1.628 -0.908 0.054
C 1.230 -0.606 0.378 -0.215
C 0.401 0.659 0.518 -0.070
C -0.821 0.807 -0.642 -0.527
N -1.162 -0.537 -1.059 0.205
N 0.638 -1.710 -0.114 0.173
N 2.441 -0.528 0.918 0.269
N -0.360 0.051 1.624 0.123
N -0.511 1.673 -1.668 0.193
O -2.058 1.118 -0.134 0.079
H -0.812 -2.666 -1.307 0.226
H 0.788 1.572 0.664 0.123
H -2.084 -0.643 -1.450 0.197
H 1.177 -2.528 0.136 0.196
H 2.931 0.330 1.187 0.171
H 2.937 -1.337 1.348 0.181
H -1.345 -0.124 1.680 0.122
H 0.052 0.164 2.521 0.116
H -1.213 2.091 -2.199 0.111
H 0.446 1.909 -1.844 0.121
H -2.192 1.933 0.350 0.152
```

frontier orbital gap	8.85	eV
net charge	+2
E_HOMO	-17.861	eV
SMILES string	N[C@H]1C(=[NH2+])[NH+]=CN[C@@]1(N)O

(5)
A gas-phase ion, C4H11N6 (charge +1) at a distorted geometry. Source: the Open Molecules 2025 dataset; level of theory: wB97M-V/def2-TZVPD.

Structure (XYZ):
```
21
Properties=species:S:1:pos:R:3:lowdin_charge:R:1
C 1.069 -0.066 1.234 -0.161
C -0.840 -1.168 0.046 -0.137
C 1.159 1.417 -0.439 -0.146
C 0.709 -1.226 0.238 -0.220
N 1.429 -0.855 -0.937 0.095
N -0.955 1.017 0.675 0.037
N 0.443 1.116 0.779 -0.141
N -1.219 0.125 -0.455 -0.244
N 1.525 0.340 -1.358 0.193
N -2.487 0.393 -0.936 0.071
H 0.657 -0.182 2.326 0.170
H 2.226 -0.116 1.353 0.165
H -1.320 -1.798 -0.751 0.135
H -1.401 -1.453 1.088 0.177
H 0.735 2.152 -1.163 0.156
H 2.278 1.695 -0.263 0.192
H 1.106 -2.222 0.713 0.197
H 1.930 -1.537 -1.416 0.159
H -1.451 0.661 1.471 0.124
H -3.128 0.885 -0.356 0.084
H -2.464 0.824 -1.850 0.095
```

frontier orbital gap	7.27	eV
net charge	+1
E_HOMO	-12.827	eV
SMILES string	NN1C[C@@H]2CN(CN=[NH+]2)N1

(6)
C4H11NO in the gas phase at a distorted geometry. Source: the Open Molecules 2025 dataset; level of theory: wB97M-V/def2-TZVPD.

Structure (XYZ):
```
17
Properties=species:S:1:pos:R:3:lowdin_charge:R:1
C 1.722 1.632 -1.865 -0.128
C 0.406 0.020 -0.469 -0.305
N 0.483 1.113 -1.351 -0.097
H 2.497 1.624 -1.100 0.077
H 1.584 2.652 -2.217 0.074
H 2.151 1.018 -2.672 0.071
H 0.095 -0.911 -0.999 0.130
H 1.351 -0.275 -0.005 0.123
H -0.325 1.231 -1.938 0.116
C -0.593 -0.661 1.592 -0.280
O -0.529 0.302 0.553 -0.140
C -1.931 -1.396 1.586 -0.074
H -0.445 -0.182 2.551 0.111
H 0.215 -1.382 1.414 0.108
H -2.698 -0.688 1.886 0.073
H -1.877 -2.154 2.368 0.070
H -2.107 -1.944 0.669 0.071
```

frontier orbital gap	9.68	eV
net charge	0
E_HOMO	-8.557	eV
SMILES string	CCOCNC

(7)
2 unconnected molecules or ions with the total composition C4H11NO at a distorted geometry. Source: the Open Molecules 2025 dataset; level of theory: wB97M-V/def2-TZVPD.

Structure (XYZ):
```
17
Properties=species:S:1:pos:R:3:lowdin_charge:R:1
C -0.390 -0.845 1.529 -0.105
C -0.065 0.603 1.887 -0.311
N 0.698 1.209 0.794 -0.025
H 0.442 -1.288 0.991 0.059
H -0.592 -1.529 2.357 0.067
H -1.258 -0.886 0.872 0.069
H -0.974 1.181 1.984 0.103
H 0.478 0.623 2.837 0.100
H 1.700 1.055 0.831 0.086
H 0.536 2.204 0.717 0.079
C 0.502 -0.956 -2.291 -0.016
C -0.583 -0.199 -2.365 -0.303
O -0.747 1.002 -1.769 -0.038
H 0.549 -1.876 -2.861 0.042
H 1.309 -0.858 -1.584 0.041
H -1.433 -0.489 -2.964 0.104
H -0.173 1.048 -0.966 0.048
```

frontier orbital gap	9.56	eV
net charge	0
E_HOMO	-8.615	eV
SMILES string	C=CO.CCN

(8)
2 unconnected molecules or ions with the total composition C4H11NO at a distorted geometry. Source: the Open Molecules 2025 dataset; level of theory: wB97M-V/def2-TZVPD.

Structure (XYZ):
```
17
Properties=species:S:1:pos:R:3:lowdin_charge:R:1
C -1.174 -1.921 -1.002 -0.179
C -0.583 -0.771 -1.794 -0.158
H -1.360 -2.803 -1.628 0.061
H -0.508 -2.343 -0.258 0.056
H -2.122 -1.708 -0.507 0.059
H -1.372 -0.237 -2.326 0.065
H 0.167 -1.112 -2.509 0.069
H -0.064 -0.097 -1.116 0.023
C 0.709 0.668 2.214 -0.002
C 1.269 1.049 0.860 -0.614
O 2.301 0.583 0.427 0.043
N 0.550 1.980 0.174 0.138
H 1.301 -0.134 2.619 0.083
H -0.358 0.462 2.137 0.081
H 0.805 2.506 -0.643 0.109
H -0.319 2.324 0.551 0.098
H 0.759 1.553 2.799 0.068
```

frontier orbital gap	10.67	eV
net charge	0
E_HOMO	-9.842	eV
SMILES string	CC(N)=O.CC

These records have DFT total energy values of -10276.990 -10278.514 -11772.810 -13806.352 -13254.410 -7862.914 -7863.092 -7864.277 eV, in the order they appear.
These records have molar mass values of 115.2 115.2 129.2 145.2 143.2 89.1 89.1 89.1 Da, in the order they appear.